Entry 1:
{
  "formula": "C22H66O22",
  "method": "ωB97M-V with the def2-TZVPD basis set",
  "homo_energy_ev": -9.8,
  "total_charge": 0,
  "e_tot_ev": -68918.172,
  "relative_energy_ev": 6.839,
  "elements": ["O", "H", "O", "H", "H", "H", "H", "H", "H", "H", "C", "C", "O", "C", "H", "H", "H", "O", "O", "H", "C", "H", "C", "H", "H", "H", "H", "O", "C", "H", "C", "H", "H", "H", "H", "C", "H", "H", "H", "C", "H", "H", "H", "H", "H", "H", "H", "H", "H", "O", "C", "H", "O", "H", "H", "H", "O", "C", "O", "O", "H", "H", "H", "H", "H", "H", "C", "C", "H", "C", "O", "O", "C", "O", "C", "H", "H", "H", "C", "C", "H", "H", "H", "O", "H", "C", "H", "H", "H", "H", "O", "H", "O", "O", "C", "H", "H", "H", "C", "O", "H", "H", "O", "H", "H", "H", "C", "O", "H", "O"],
  "xyz": [[-4.050, -5.412, -3.774], [-2.915, 0.746, 7.777], [-4.684, -7.900, -6.244], [2.127, 0.591, -8.023], [2.628, -1.547, -6.431], [-2.142, 2.369, -6.439], [8.999, -1.809, -2.008], [-5.189, 2.902, -9.086], [-4.215, 3.798, 1.092], [-5.518, -8.347, -6.402], [6.933, -2.139, -1.594], [8.096, -1.199, -1.993], [-4.337, 2.930, -9.527], [-3.972, 0.191, 9.593], [3.567, -0.154, -5.971], [-6.865, -2.513, 4.652], [0.529, 0.041, -1.059], [-1.759, -0.582, 8.890], [0.124, 0.366, 2.057], [4.255, 2.518, 3.350], [-3.411, 3.313, -8.567], [1.373, -1.064, 0.797], [4.385, 4.216, -2.787], [-4.447, 5.541, 1.347], [-0.541, -1.508, 2.238], [-4.780, 2.318, -7.097], [-7.039, 0.484, 5.358], [-2.615, 4.793, 2.023], [-3.741, 2.324, -7.426], [-3.750, 4.280, -8.198], [-7.352, -2.051, 3.793], [-2.984, 5.242, 2.787], [-5.807, -6.554, -5.195], [-3.485, -4.644, -3.658], [-6.892, -2.362, 2.855], [-4.860, -7.079, -5.071], [0.360, -2.392, 0.312], [-3.456, 1.315, -7.726], [3.362, 4.588, -2.742], [-3.730, 4.773, 1.056], [-4.484, -0.709, 9.252], [1.525, -7.249, 4.702], [-3.704, -0.167, 10.587], [5.760, 2.880, 5.122], [-5.045, -7.709, -4.201], [5.403, 6.022, -3.113], [-0.441, 1.132, 2.177], [1.932, -5.609, 5.214], [-5.532, 1.122, 10.305], [7.597, 4.154, 4.016], [6.374, 4.800, 4.174], [-1.559, -0.693, 1.216], [-4.725, 1.284, 9.811], [-1.621, -5.562, 6.587], [-2.702, 4.304, -0.628], [-8.796, -3.410, 3.425], [4.352, 0.475, -8.486], [-0.221, -6.142, 5.365], [0.173, -0.838, -0.908], [8.207, 0.050, -1.268], [6.148, 5.296, 3.231], [-2.748, -6.590, -4.865], [4.664, -1.532, -7.757], [-1.920, -1.154, 8.136], [-7.784, 0.029, 3.136], [-2.356, 3.413, -8.825], [-0.495, -0.764, 1.443], [-7.232, -0.512, 3.904], [-2.109, 1.308, 9.230], [3.847, -0.847, -7.983], [-3.047, 2.628, -6.248], [4.990, 3.125, 3.232], [2.959, -0.567, -6.775], [-0.804, -5.202, 6.232], [0.412, -1.304, 0.340], [-3.819, 5.582, -1.081], [7.389, 0.113, -0.768], [4.520, 4.138, 4.916], [1.288, -6.464, 5.421], [5.374, 3.646, 4.450], [7.899, -0.822, -2.996], [6.879, -2.176, -0.506], [7.771, 4.009, 3.083], [-7.649, -0.241, 5.203], [6.356, 4.776, -2.186], [-2.670, 0.476, 8.805], [6.203, 5.522, 4.972], [4.450, 4.009, -3.855], [6.433, -4.013, -1.734], [3.299, -1.287, -8.817], [1.523, -6.986, 6.758], [-1.282, 5.869, 0.165], [4.867, 5.844, -1.086], [-2.083, 6.236, -0.217], [5.399, 5.282, -2.313], [-0.769, -7.080, 5.454], [-6.164, -0.333, 3.786], [-0.393, -5.729, 4.371], [-3.728, -6.117, -4.916], [7.056, -3.435, -2.181], [4.963, 0.276, -9.199], [4.413, 3.594, -1.008], [4.374, 3.179, -1.873], [-3.730, -5.531, -5.835], [1.536, -6.199, 7.307], [5.174, 6.752, -1.135], [-3.147, 5.241, -0.293], [-8.750, -2.507, 3.747], [5.991, -1.784, -2.012], [1.805, 0.313, -7.162]]
}

***

Entry 2:
{
  "formula": "C22H68N16O10",
  "method": "ωB97M-V with the def2-TZVPD basis set",
  "homo_energy_ev": -9.4,
  "total_charge": 0,
  "e_tot_ev": -68232.170,
  "relative_energy_ev": 6.202,
  "elements": ["H", "C", "H", "H", "H", "H", "O", "H", "C", "H", "C", "H", "H", "C", "H", "C", "H", "C", "H", "H", "N", "C", "H", "H", "N", "N", "N", "H", "O", "O", "H", "H", "H", "C", "H", "H", "H", "N", "C", "H", "C", "H", "H", "H", "H", "H", "H", "H", "H", "H", "H", "N", "C", "C", "H", "H", "H", "H", "H", "N", "C", "H", "H", "H", "C", "H", "H", "C", "H", "C", "N", "C", "H", "H", "C", "N", "H", "H", "O", "H", "H", "O", "O", "H", "N", "H", "H", "H", "O", "O", "C", "C", "H", "H", "N", "H", "H", "H", "H", "O", "C", "H", "N", "N", "H", "H", "N", "N", "H", "H", "H", "C", "N", "H", "O", "H"],
  "xyz": [[0.579, -2.768, -1.535], [-1.383, -2.745, 0.457], [-3.644, -2.996, 2.674], [0.028, 0.510, 0.142], [-1.341, -0.183, 1.790], [-7.081, -0.653, -0.237], [-6.071, -2.528, 2.093], [2.807, 1.927, -2.100], [-1.525, -2.011, -4.483], [4.465, -0.709, -3.841], [1.002, -0.601, 2.722], [-0.267, 0.621, 3.926], [3.321, -4.700, -0.670], [2.443, 3.509, 6.358], [-0.358, 2.518, 4.934], [3.318, -0.345, 3.009], [-0.113, 2.515, -3.466], [-6.899, 0.134, -0.969], [-2.349, 2.330, 0.238], [-2.314, -2.449, -0.025], [1.842, -0.553, -2.553], [-4.603, 0.075, -0.852], [-2.025, 1.920, -1.939], [2.498, 4.170, 3.645], [2.996, 2.742, -1.535], [1.159, 2.646, -5.141], [-2.876, 1.397, -2.088], [1.837, -1.477, -2.959], [0.479, 3.851, 3.153], [1.281, 3.816, -2.523], [3.395, -0.808, 2.026], [0.980, -0.210, 1.705], [-1.318, -3.773, 0.100], [5.696, -2.072, -3.281], [-1.548, -2.715, 1.534], [3.916, 0.567, 2.990], [-1.209, -0.249, -5.340], [-0.276, 1.693, -4.030], [-3.238, 0.824, -0.807], [1.325, 0.032, -3.194], [1.315, 3.584, 5.343], [1.839, 5.432, -0.617], [0.302, -1.508, 5.158], [-3.330, -1.296, 3.098], [-2.798, -0.421, -4.633], [3.649, 2.773, -0.765], [-1.381, -0.873, 5.308], [3.129, 2.689, 6.147], [0.892, 3.392, -4.515], [3.803, -1.030, 3.704], [2.882, 4.497, 6.493], [-1.893, -0.811, -4.853], [0.694, 0.639, -0.711], [-0.337, -0.380, 3.501], [-1.025, 1.036, -3.866], [-4.731, -0.516, 0.055], [-1.041, -2.261, 4.264], [1.577, 1.176, -0.363], [1.952, -1.020, -0.444], [5.119, -1.409, -4.159], [0.281, 1.686, -5.166], [0.065, 1.220, -1.386], [4.364, -6.455, -0.787], [0.146, 3.778, 1.084], [-0.641, -1.321, 4.645], [2.064, 3.366, 7.370], [1.793, 2.788, -5.914], [0.061, 3.177, 1.989], [4.314, -1.271, -1.902], [2.627, -6.028, -1.921], [3.743, -6.675, -1.552], [1.217, -0.671, -1.169], [0.861, 1.685, 5.242], [-3.669, 1.554, 1.163], [-3.359, 1.925, 0.186], [2.504, -5.021, -1.170], [3.315, 4.530, -0.224], [-0.939, 2.816, 2.228], [2.037, -0.041, 3.532], [-4.690, 0.130, 2.624], [-7.039, -0.256, -1.977], [6.620, -2.834, -3.407], [-0.206, -1.999, 0.129], [-2.150, 0.483, 2.980], [2.442, 4.629, -0.721], [1.139, -1.682, 2.677], [1.730, -4.376, -1.227], [-6.368, -0.042, 2.670], [1.807, -6.495, -2.609], [0.089, 0.897, -6.071], [0.219, -1.791, -1.211], [-5.231, -1.742, 2.529], [-7.673, 0.887, -0.818], [0.852, 4.558, 5.499], [-3.915, -2.024, 2.715], [2.037, 2.548, 3.850], [0.132, -3.134, -4.413], [5.364, -2.533, -1.525], [3.724, -7.556, -2.046], [-2.242, -2.690, -3.773], [1.626, 3.557, 3.876], [0.770, 2.363, 1.839], [0.417, 2.527, 5.582], [-1.623, -0.346, 2.746], [-3.965, 2.756, -0.173], [-0.621, -1.537, -1.858], [-0.334, -2.344, -4.837], [5.153, -1.773, -2.156], [-3.588, 1.963, -2.529], [5.155, -1.880, -5.052], [-2.452, 0.140, -0.486], [2.226, 3.756, -1.702], [-5.470, -0.500, 2.740], [-4.662, -0.683, -1.632], [-5.719, 0.926, -0.937], [0.115, -1.891, -5.620]]
}

***

Entry 3:
{
  "formula": "C22H68N4O10",
  "method": "ωB97M-V with the def2-TZVPD basis set",
  "homo_energy_ev": -8.9,
  "total_charge": 0,
  "e_tot_ev": -50346.656,
  "relative_energy_ev": 2.149,
  "elements": ["H", "C", "H", "H", "H", "H", "H", "H", "H", "C", "H", "H", "H", "H", "H", "C", "O", "C", "C", "H", "H", "H", "C", "H", "H", "H", "O", "N", "H", "H", "N", "H", "H", "C", "H", "H", "C", "H", "H", "H", "H", "H", "C", "C", "H", "H", "C", "H", "C", "H", "H", "H", "H", "O", "O", "H", "H", "C", "O", "H", "C", "H", "H", "H", "H", "O", "O", "H", "H", "H", "H", "H", "H", "C", "C", "C", "H", "H", "N", "H", "N", "H", "H", "H", "H", "H", "C", "H", "O", "H", "H", "H", "H", "O", "H", "H", "H", "C", "H", "C", "C", "O", "H", "C"],
  "xyz": [[3.742, 5.633, -2.902], [-3.129, 3.177, 3.059], [0.160, 4.623, 1.432], [-3.169, -0.714, 4.207], [-3.408, 2.314, -1.422], [2.399, -0.843, 2.679], [-2.745, -5.028, -1.625], [-0.779, 4.926, -0.127], [-4.431, 2.946, 1.343], [-3.280, 1.339, -0.881], [1.393, -2.220, -1.848], [-2.769, -0.783, 2.472], [0.452, -0.251, -1.084], [-4.287, -3.884, 0.272], [2.602, 3.155, 2.419], [3.347, -3.882, -0.414], [-1.794, 3.727, 1.114], [1.754, 4.067, -3.672], [2.631, -1.873, 2.582], [-1.008, 2.028, -3.586], [2.993, -3.201, -1.201], [1.152, 1.742, -0.906], [0.686, -2.539, -2.603], [0.626, -0.482, 0.627], [-4.166, 1.175, -0.302], [1.541, -3.659, 0.723], [3.158, 3.789, -3.662], [-4.492, -2.248, -1.001], [-2.334, -5.593, 0.903], [1.782, -2.390, 2.960], [1.458, 1.763, -2.771], [-5.125, 2.530, 2.888], [-2.119, 0.010, -1.737], [2.181, 2.944, 3.440], [-3.749, -4.100, -2.632], [-1.615, 1.981, 2.122], [-1.790, 3.066, 2.378], [2.841, 1.288, 0.408], [-0.582, -5.568, 0.898], [2.139, 3.728, 4.164], [5.518, 0.834, 0.643], [4.967, -2.760, 0.214], [-2.424, -1.008, 3.468], [-1.448, -4.942, 1.034], [-0.784, -1.555, -3.432], [5.015, 4.439, -3.207], [4.563, 0.383, 0.429], [-1.683, -2.554, 4.288], [-3.687, -4.533, -1.624], [5.229, -4.368, 0.391], [-2.533, -2.424, 0.867], [3.407, -5.555, -1.848], [-0.957, 3.657, -4.317], [-2.203, -2.431, 3.482], [-3.031, 0.341, -1.826], [1.471, 4.640, -4.554], [-4.054, 1.389, 2.147], [4.079, 4.831, -3.594], [-1.360, -3.936, 0.017], [-1.478, -4.554, 2.051], [-4.242, 2.448, 2.295], [-1.909, -2.242, -0.740], [4.474, -0.478, 1.061], [0.947, 0.888, -2.957], [-3.938, -1.490, -1.418], [1.099, 1.365, -0.014], [0.133, -1.363, -3.155], [-0.029, 3.348, 0.165], [-1.030, 3.464, 3.024], [2.906, 2.220, 3.832], [2.431, 1.519, -3.008], [3.000, -4.245, 1.615], [1.217, -3.057, -3.393], [-0.520, 4.216, 0.651], [3.051, -5.264, -0.850], [-2.382, -2.995, -0.099], [-5.238, -2.569, -1.683], [2.022, -5.598, -0.703], [4.827, -3.692, -0.255], [4.518, 0.125, -0.639], [-3.442, 4.537, 3.477], [3.480, -2.087, 3.263], [-4.368, 4.643, 3.872], [4.348, 5.301, -4.590], [-0.778, 0.474, 0.064], [3.691, -5.867, -0.239], [-3.772, -3.431, -0.576], [0.533, 2.251, 2.558], [3.731, 1.458, 0.660], [-0.165, -3.077, -2.206], [1.194, 2.403, -4.803], [-3.411, 5.174, 2.682], [-2.457, 1.544, -0.156], [2.921, -2.178, 1.235], [-0.624, 3.464, -2.587], [-1.522, -0.416, 3.675], [1.544, 4.643, -2.751], [1.011, 2.760, -3.757], [-4.460, -5.284, -1.484], [2.633, -3.526, 0.859], [0.303, 0.233, -0.133], [0.931, 2.230, 3.415], [-3.013, 2.578, 3.995], [-0.523, 2.989, -3.546]]
}

***

Entry 4:
{
  "formula": "C22H68O17",
  "method": "ωB97M-V with the def2-TZVPD basis set",
  "homo_energy_ev": -9.4,
  "total_charge": 0,
  "e_tot_ev": -58719.845,
  "relative_energy_ev": 0.000,
  "elements": ["H", "H", "O", "C", "O", "C", "O", "H", "H", "H", "H", "O", "O", "H", "H", "H", "H", "H", "H", "C", "H", "H", "H", "H", "O", "H", "C", "H", "O", "H", "C", "H", "C", "H", "H", "C", "H", "H", "C", "O", "H", "H", "O", "C", "H", "C", "C", "C", "H", "H", "H", "C", "H", "H", "H", "H", "O", "O", "H", "H", "H", "C", "H", "H", "C", "O", "H", "H", "H", "H", "C", "H", "H", "H", "H", "H", "H", "C", "C", "H", "H", "C", "H", "O", "H", "H", "H", "H", "H", "C", "H", "H", "H", "O", "C", "O", "H", "H", "H", "C", "H", "O", "H", "H", "H", "H", "O"],
  "xyz": [[3.203, -2.915, 0.669], [3.067, -3.485, -1.747], [-3.620, 0.498, 0.846], [-1.097, -5.184, 0.532], [2.904, -1.347, 2.968], [-4.883, 2.474, 1.481], [-1.192, 3.575, -3.388], [-1.749, 0.828, -5.875], [-0.106, 5.586, -1.214], [0.643, -3.680, -2.332], [1.805, -2.272, -1.405], [-2.460, -1.039, 2.772], [-1.276, 1.310, -5.193], [2.321, -0.827, 2.400], [0.669, 5.251, 0.808], [-1.574, -3.532, -4.840], [-3.041, 0.522, 3.996], [-0.075, -5.412, 0.843], [1.234, 4.571, 4.385], [-2.686, -0.514, 4.095], [-3.153, 2.447, 0.299], [-1.952, 2.173, -2.055], [0.634, -3.591, -4.740], [-3.454, -1.094, 4.613], [-0.171, 4.659, -0.964], [0.011, 3.679, 0.974], [1.763, -0.038, -4.447], [4.884, 1.188, 0.271], [-1.452, -3.665, 2.315], [3.387, 2.318, 4.513], [4.237, 0.804, -0.525], [1.607, 2.329, 2.714], [2.332, -3.471, 0.311], [-1.506, -2.714, 2.536], [1.491, -0.199, -3.394], [2.111, -2.209, 3.784], [-2.363, 0.468, -3.695], [-2.112, -5.937, 2.037], [4.416, -0.697, -0.595], [0.293, -3.017, -4.048], [4.480, 1.241, -1.500], [4.209, -1.168, 0.367], [-2.023, -6.084, 1.092], [2.151, -3.289, -1.177], [-0.664, -3.109, 0.409], [-0.160, 4.621, 0.459], [2.337, 2.126, 4.771], [-2.125, 1.483, -4.031], [1.599, -1.619, 4.551], [-1.143, -5.301, -0.549], [-1.373, -0.002, 5.783], [-1.072, -2.699, -4.338], [3.816, -1.187, -1.362], [-2.829, -0.450, 2.074], [-0.669, 1.108, -0.347], [4.427, -1.065, -5.966], [2.844, 1.132, -0.247], [1.074, -4.151, -1.602], [2.833, -2.848, 4.295], [-1.086, -1.844, -5.025], [-1.015, -1.532, 4.993], [1.416, 2.711, 3.718], [5.457, -0.888, -0.875], [2.288, 1.038, 4.809], [-3.526, 1.896, 1.171], [1.557, 1.273, -4.932], [-6.474, 3.011, 0.418], [-0.841, 4.064, -2.619], [0.606, 1.441, -4.810], [1.407, -2.840, 3.238], [3.194, -0.461, -4.597], [-0.378, 1.755, -2.829], [-1.490, 6.335, 0.597], [-4.752, 3.481, 1.909], [-1.385, -1.605, -2.454], [-4.529, 0.345, 0.561], [-5.438, 1.854, 2.194], [-1.358, 2.227, -2.978], [-1.419, -3.746, 0.894], [0.380, 2.409, 3.919], [-1.921, -3.264, -2.412], [-1.410, 5.322, 0.998], [-2.322, 4.767, 0.792], [-5.600, 2.652, 0.259], [3.434, -1.236, -3.862], [-1.375, -0.424, 0.150], [-0.065, -0.436, -1.009], [1.439, -3.107, 0.811], [-0.594, -0.025, 4.159], [-1.321, -0.502, 4.810], [1.816, 3.546, 6.026], [-2.837, -2.064, -3.306], [-2.824, 2.059, 1.986], [3.474, -0.948, -5.915], [-1.823, -2.395, -3.068], [1.567, 4.127, 3.601], [1.328, 0.396, 0.575], [-1.353, 5.486, 2.080], [1.115, -0.684, -5.050], [-0.438, 0.065, -0.106], [-3.042, 1.979, -4.354], [0.532, -0.044, 0.922], [3.819, 0.424, -4.409], [2.778, 2.060, -0.509], [2.495, -4.504, 0.616], [-2.362, -3.382, 0.453], [2.075, 2.624, 6.071]]
}